{"formula": "C14H16", "method": "the ωB97M-V functional and the def2-TZVPD basis", "symbols": ["C", "C", "C", "C", "C", "C", "C", "H", "H", "H", "H", "H", "H", "H", "H", "C", "C", "C", "C", "C", "C", "C", "H", "H", "H", "H", "H", "H", "H", "H"], "positions_angstrom": [[2.903, -4.038, -0.874], [2.564, -2.456, -0.915], [1.853, -1.759, 0.109], [2.120, -0.359, 0.232], [2.566, 0.282, -0.991], [3.016, -0.427, -2.113], [3.044, -1.813, -2.056], [2.388, -4.455, -1.798], [2.880, -4.433, 0.229], [3.927, -4.371, -1.202], [1.294, -2.264, 1.031], [1.884, 0.054, 1.114], [2.473, 1.433, -1.087], [3.238, 0.028, -3.043], [3.321, -2.446, -3.027], [-1.353, 3.065, 2.252], [-2.127, 2.144, 1.255], [-3.443, 2.172, 1.605], [-4.423, 1.403, 0.840], [-3.935, 0.590, -0.103], [-2.512, 0.550, -0.350], [-1.588, 1.314, 0.212], [-1.578, 4.071, 1.917], [-0.180, 2.941, 2.375], [-1.714, 2.694, 3.159], [-3.734, 2.929, 2.419], [-5.463, 1.532, 0.793], [-4.702, 0.126, -0.582], [-2.141, -0.035, -1.277], [-0.578, 1.531, -0.126]], "smiles": "Cc1ccccc1.Cc1ccccc1", "largest_force_ha_per_bohr": 0.1307, "lumo_energy_ev": 0.9094, "energy_ha": -542.9275, "gap_ev": 9.60, "e_above_lowest_kj_mol": 381.6}